{
  "formula": "C2H5N4O",
  "method": "ωB97M-V/def2-TZVPD",
  "species": ["C", "C", "N", "N", "N", "N", "O", "H", "H", "H", "H", "H"],
  "positions_angstrom": [[-0.204056, -1.654474, 1.880080], [0.276498, -0.680539, 0.060848], [-0.495759, -2.166994, 2.860253], [-0.896450, -0.705571, -0.773534], [0.499800, 0.806955, 0.338796], [0.563278, 1.427115, -0.840353], [-0.658004, -0.050375, -1.826717], [1.168166, -1.151372, -0.162815], [-0.042139, 1.372365, 1.156509], [1.540690, 1.436495, -1.359687], [-1.752603, -0.861575, -0.218045], [0.000579, 2.227970, -1.115334]],
  "forces_ev_per_a": [[1.144, 2.756, -4.790], [-2.885, -0.278, 5.035], [-0.208, -0.363, 0.690], [2.638, 0.306, 0.455], [-1.459, 1.239, 1.677], [2.639, 0.440, -1.401], [-1.199, -1.064, 0.869], [1.504, -1.083, -0.964], [1.222, -2.241, -2.601], [-2.583, -0.511, 1.301], [-0.600, 0.736, -1.015], [-0.213, 0.062, 0.743]],
  "lowdin_charge": [-0.067, -0.035, 0.085, -0.027, -0.016, 0.080, 0.063, 0.103, 0.245, 0.226, 0.187, 0.157],
  "de_lowest_kcal_mol": 209.6,
  "homo_energy_ev": [-15.55, -15.67],
  "lumo_ev": [-7.2, -6.5],
  "charge": 1,
  "total_energy_ha": -372.9008,
  "spin_multiplicity": 1,
  "homo_lumo_gap_ev": [8.4, 9.1]
}